No. 1
Molecular formula: C3H6N2OS2
Method: DFT, ωB97M-V/def2-TZVPD

ΔE to the lowest compared entry with this formula, charge and spin (kJ/mol): 219.6
Structure (SMILES): CN(O)C(=S)C(N)=S
HOMO energy (eV): -8.77
HOMO-LUMO gap (eV): 8.35

Element x y z (Å)
C -0.774 -1.550 -0.752
C -0.036 0.418 0.656
C 0.476 1.180 -0.538
H -0.592 -2.599 -0.476
H -0.079 -1.216 -1.514
H -1.841 -1.450 -1.137
H -0.987 -0.794 2.288
H 2.116 1.635 0.574
H 2.101 2.303 -1.026
N -0.622 -0.740 0.455
N 1.722 1.665 -0.357
O -1.174 -1.401 1.523
S 0.115 1.078 2.193
S -0.424 1.472 -1.891

No. 2
Molecular formula: C3H6N2S
Method: DFT, ωB97M-V/def2-TZVPD

ΔE to the lowest compared entry with this formula, charge and spin (kJ/mol): 183.6
Structure (SMILES): C=NNC(C)=S
HOMO energy (eV): -8.31
HOMO-LUMO gap (eV): 8.91

Element x y z (Å)
C 1.905 -0.585 0.070
C 0.649 0.242 -0.193
C -2.299 0.699 0.258
H 2.596 -0.431 -0.756
H 2.447 -0.166 0.925
H 1.734 -1.646 0.210
H -0.349 -1.461 -0.576
H -3.337 0.986 0.041
H -1.795 1.028 1.161
N -0.467 -0.501 -0.303
N -1.773 -0.067 -0.571
S 0.690 1.903 -0.264

No. 3
Molecular formula: C3H6N2S
Method: DFT, ωB97M-V/def2-TZVPD

ΔE to the lowest compared entry with this formula, charge and spin (kJ/mol): 683.4
HOMO energy (spin up / spin down) (eV): -7.44 / -7.49
HOMO-LUMO gap (spin up / spin down) (eV): 5.13 / 5.22

Element x y z (Å)
C -0.620 -0.111 0.139
C -0.725 0.179 -1.329
C 1.826 0.187 0.557
N 1.260 0.192 1.852
N 0.655 -0.482 0.656
S -0.040 1.813 -1.734
H -1.037 0.964 0.522
H -1.375 -0.913 0.396
H -0.234 -0.433 -2.046
H -1.769 0.223 -1.533
H 2.204 1.021 -0.160
H 1.699 -0.464 2.552

No. 4
Molecular formula: C3H6N2S
Method: DFT, ωB97M-V/def2-TZVPD

ΔE to the lowest compared entry with this formula, charge and spin (kJ/mol): 424.0
Structure (SMILES): C=NNCC=S
HOMO energy (eV): -9.04
HOMO-LUMO gap (eV): 8.18

Element x y z (Å)
C 2.204 0.608 -0.006
C -0.698 0.197 0.039
C -2.040 -0.574 0.120
H 1.672 1.533 0.176
H 3.276 0.893 -0.053
H 0.312 -1.407 -0.830
H -0.517 0.890 -0.863
H -0.950 0.752 1.022
H -1.946 -1.608 0.483
N 1.836 -0.603 -0.080
N 0.502 -0.788 0.070
S -3.652 0.107 -0.076

No. 5
Molecular formula: C3H6N2S2
Method: DFT, ωB97M-V/def2-TZVPD

ΔE to the lowest compared entry with this formula, charge and spin (kJ/mol): 377.2
Structure (SMILES): S=C(NS)N1CC1
HOMO energy (eV): -8.62
HOMO-LUMO gap (eV): 8.37

Element x y z (Å)
C -0.017 -1.037 -0.051
C 1.138 0.908 -0.779
C 0.757 1.312 0.652
H -2.075 0.553 0.192
H -1.290 -2.472 -0.035
H 1.062 1.608 -1.631
H 1.933 0.089 -0.969
H 1.445 0.904 1.524
H 0.149 2.166 1.149
N -1.318 -1.527 0.300
N -0.126 0.358 -0.139
S -2.904 -0.612 -0.179
S 1.245 -2.250 -0.033

No. 6
Molecular formula: C3H6N2S2
Method: DFT, ωB97M-V/def2-TZVPD

ΔE to the lowest compared entry with this formula, charge and spin (kJ/mol): 280.2
Structure (SMILES): C=NNC(=S)CS
HOMO energy (eV): -8.47
HOMO-LUMO gap (eV): 8.67

Element x y z (Å)
C 1.436 -0.486 -0.920
C 0.000 -0.401 -0.446
C -2.212 0.188 1.288
H 2.005 1.898 -0.615
H 2.069 -0.998 -0.260
H 1.187 -1.114 -1.779
H 0.808 0.122 1.208
H -2.952 0.617 1.951
H -2.352 -0.630 0.443
N -0.031 0.010 0.748
N -1.008 0.588 1.651
S 2.115 0.978 -1.644
S -1.065 -0.772 -1.624